[1]
Molecular formula: C26H50GdNP3Se
Method: DFT, ωB97M-V with the def2-TZVPD basis set

Atoms and positions in Å:
Gd -0.7049 -0.2264 0.1198
P -2.1539 -1.0076 2.0822
P 0.4732 -2.3766 -0.5248
P -2.6493 -1.0438 -1.5500
H 0.2629 1.9196 -1.2543
C -0.7085 1.4608 -1.2818
C -1.6426 1.7409 -0.1697
H -1.3131 2.3779 0.6389
C -1.5355 -0.4376 3.6103
C -2.4540 -2.7258 2.3372
C -3.7731 -0.2494 1.9859
C 1.4523 -2.1889 -1.9896
C 1.6173 -2.9001 0.7128
C -0.4580 -3.8535 -0.8135
C -3.8259 0.2364 -1.8984
C -3.6499 -2.4289 -1.1287
C -1.9564 -1.4059 -3.1504
H -1.1110 1.3048 -2.2630
H -2.6970 1.7654 -0.3662
H -1.3218 0.6357 3.6237
H -0.6221 -0.9800 3.9102
H -2.3202 -0.6488 4.3513
H -1.5172 -3.2617 2.5340
H -2.9552 -3.2102 1.4924
H -3.0988 -2.7970 3.2245
H -3.6950 0.8446 1.9444
H -4.2925 -0.5424 2.9096
H -4.3602 -0.5819 1.1253
H 1.9905 -3.1403 -2.1286
H 2.1857 -1.3790 -1.9058
H 0.8443 -1.9918 -2.8800
H 2.0859 -3.8065 0.3051
H 1.1127 -3.1522 1.6553
H 2.4000 -2.1659 0.9289
H 0.2995 -4.6269 -1.0040
H -1.1191 -3.7946 -1.6796
H -1.0508 -4.1443 0.0627
H -4.4902 -0.2045 -2.6480
H -3.3700 1.1436 -2.3085
H -4.4148 0.5149 -1.0122
H -4.2765 -2.6121 -2.0113
H -4.2975 -2.2105 -0.2743
H -3.0757 -3.3351 -0.9038
H -2.8173 -1.5548 -3.8192
H -1.3472 -2.3138 -3.1504
H -1.3416 -0.5770 -3.5295
C 1.8486 2.0004 -5.4163
C 1.1475 2.8762 -4.5565
C 0.8407 4.1685 -4.9616
C 1.2206 4.6273 -6.2293
C 1.9172 3.7683 -7.0930
C 2.2285 2.4765 -6.6989
Se 2.3172 0.2170 -4.9644
H 1.6816 0.2984 -3.5711
H 0.8508 2.5236 -3.5698
H 0.2999 4.8280 -4.2847
H 0.9777 5.6421 -6.5426
H 2.2162 4.1151 -8.0787
H 2.7693 1.8104 -7.3700
C 2.8993 0.3354 5.4143
N 1.4579 0.4273 4.9148
C 0.5445 0.7361 6.0838
C 1.2831 1.4680 3.7538
C 1.9400 1.0874 2.4477
C 3.2743 1.4562 2.4871
C 4.1205 1.3614 1.3834
C 3.5843 0.9145 0.1862
C 2.1897 0.5632 0.1880
C 1.3790 0.6128 1.2943
H 3.1829 1.3320 5.7530
H 3.5212 -0.0273 4.6295
H 2.9085 -0.3540 6.2331
H 1.2361 -0.5262 4.5427
H 0.8420 1.7055 6.4750
H -0.4691 0.7723 5.7356
H 0.6650 -0.0342 6.8115
H 0.2206 1.7196 3.6283
H 1.6561 2.3972 4.1743
H 3.7672 1.8772 3.3998
H 5.1644 1.6479 1.4344
H 4.1890 0.8519 -0.7021
H 1.8202 0.2554 -0.8403

Cartesian forces, eV/Å:
Gd 4.00 -2.57 4.57
P -1.16 -0.46 -0.20
P 0.78 -1.10 -1.08
P 0.37 -0.02 0.20
H 0.66 -0.36 0.40
C -4.13 5.73 1.21
C 2.21 3.78 -5.59
H 0.51 -0.43 0.53
C 0.46 0.27 1.91
C -0.25 -1.18 0.43
C -0.61 0.35 0.15
C 0.78 -0.18 -0.98
C 0.88 -0.40 0.98
C -0.42 -1.13 -0.12
C -1.02 0.44 -0.36
C -1.00 -1.10 -0.24
C -0.09 -0.19 -1.02
H -0.26 -0.57 -0.36
H -0.41 -0.68 0.01
H -0.24 -0.30 -0.15
H -0.46 0.13 -0.24
H 0.28 0.12 0.13
H -0.19 0.07 0.03
H 0.05 0.19 0.18
H 0.10 -0.31 -0.16
H -0.07 -0.20 0.12
H -0.15 0.23 -0.24
H 0.13 -0.02 0.19
H -0.04 0.29 -0.19
H -0.10 -0.33 0.04
H 0.10 -0.11 0.16
H 0.03 0.07 0.31
H 0.10 -0.03 -0.21
H -0.20 -0.05 -0.14
H -0.36 -0.10 0.02
H 0.17 -0.02 0.10
H 0.18 0.00 -0.17
H -0.25 0.43 0.00
H -0.10 -0.22 -0.07
H 0.08 -0.15 -0.30
H -0.17 -0.33 0.31
H 0.02 -0.04 -0.21
H -0.17 0.27 -0.14
H 0.40 -0.02 -0.18
H -0.18 0.15 -0.05
H -0.20 -0.22 0.01
C -0.34 1.63 -0.68
C 0.47 -0.79 -0.52
C 0.08 0.22 -0.41
C 0.11 -0.41 0.10
C -0.31 0.39 0.37
C -0.13 -0.72 0.93
Se -0.54 -0.12 1.23
H 0.49 -0.02 -1.02
H 0.05 0.10 -0.06
H 0.12 -0.11 -0.16
H 0.07 -0.29 0.09
H -0.05 -0.07 0.18
H -0.10 0.20 0.07
C -1.14 0.69 -0.04
N -0.03 -0.29 -0.51
C 0.69 0.37 -0.96
C -1.08 -0.37 0.46
C 1.46 1.17 2.18
C 1.98 0.56 0.25
C -0.28 -0.29 -0.44
C -1.53 -0.22 0.64
C 1.79 -0.08 -1.81
C -2.12 -0.58 -0.59
H 0.11 -0.14 -0.06
H 0.44 -0.11 -0.54
H 0.00 -0.35 0.50
H 0.13 1.09 0.31
H -0.02 -0.03 0.11
H -0.43 0.05 -0.10
H 0.09 -0.43 0.59
H 0.18 -0.68 0.20
H 0.57 -0.05 -0.03
H -0.81 -0.34 -0.79
H -0.10 0.03 0.12
H 0.00 -0.01 -0.24
H 0.10 0.27 1.09

**2S+1**: 8
**Gap between HOMO and LUMO (spin up / spin down)**: 3.252 / 3.336 eV
**Energy relative to the best compared isomer or geometry (same formula, charge and spin)**: 2.8564 eV
**Net charge**: +3
**Expectation value of S²**: 16.02
**Energy**: -5265.40496 Eh
**Highest occupied orbital energy (spin up / spin down)**: -13.9 / -13.9 eV

Atom charges from the Löwdin analysis, given in e for atoms 1 to 4:
1. Gd 0.911
2. P 0.653
3. P 0.647
4. P 0.652

[2]
Molecular formula: C3H11NSi
Method: DFT, ωB97M-V with the def2-TZVPD basis set

Atoms and positions in Å:
N -1.5502 -0.0011 -0.1785
Si -3.1304 0.2311 0.4258
H -1.1034 -0.9148 -0.2151
H -1.4515 0.5075 -0.9681
H -3.9554 0.3912 -0.8174
H -3.2110 1.3647 1.5321
H -3.4702 -0.8682 1.3724
C 1.1427 0.7572 0.4403
C 1.9674 -0.2308 0.4801
C 2.6792 -0.5857 -0.8097
H 0.5465 1.0652 1.2589
H 0.9907 1.4622 -0.4341
H 2.1255 -0.9078 1.3761
H 3.7767 -0.4674 -0.7677
H 2.4198 -1.7495 -1.0476
H 2.2236 -0.0539 -1.6476

Cartesian forces, eV/Å:
N -0.46 -2.09 2.76
Si -0.23 0.43 1.73
H -0.15 0.60 0.02
H 1.02 1.61 -3.16
H -0.32 0.18 0.69
H -0.02 -0.55 -1.51
H -0.18 -0.25 -0.60
C -1.45 2.98 -0.49
C 1.83 -2.27 -0.42
C -0.54 -3.18 -0.11
H -0.42 0.08 0.88
H 0.44 -1.26 0.80
H -0.28 1.08 -1.10
H -0.53 -0.11 -0.13
H 0.94 2.54 0.51
H 0.37 0.20 0.13

**Gap between HOMO and LUMO**: 10.146 eV
**Energy relative to the best compared isomer or geometry (same formula, charge and spin)**: 1.6903 eV
**Net charge**: 0
**Structure (SMILES)**: N[SiH3].C=CC
**Energy**: -465.07939 Eh
**Highest occupied orbital energy**: -9.2 eV

Atom charges from the Löwdin analysis, given in e for atoms 1 to 4:
1. N -0.181
2. Si 0.475
3. H 0.044
4. H -0.043

[3]
Molecular formula: C22H18FIO9
Method: DFT, ωB97M-V with the def2-TZVPD basis set

Atoms and positions in Å:
O -2.6557 1.2225 2.1075
C -3.4301 0.5754 2.6605
O -3.8513 0.9720 3.8516
I -5.3727 -0.0488 4.6828
O -3.9179 -0.5358 2.0924
C -3.2411 -1.7444 2.4831
C -1.7350 -1.6202 2.4700
C -1.1065 -2.9458 2.8205
F -0.8398 -2.9851 4.1673
H -3.5096 -2.4767 1.7341
H -3.6192 -2.1457 3.4170
H -1.4153 -1.2994 1.4855
H -1.3454 -0.9079 3.1924
H -1.7399 -3.7871 2.5671
H -0.1477 -3.0020 2.3291
C -1.2891 5.6379 -0.8298
C -0.4677 4.9367 -1.6070
C -0.3187 3.4688 -1.4427
O 0.4340 2.8287 -2.1507
C -1.1209 2.8165 -0.3833
C -1.9427 3.5134 0.3962
C -2.0928 4.9810 0.2345
O -2.8414 5.6218 0.9406
H -1.4110 6.7088 -0.9328
H 0.1259 5.3963 -2.3873
H -1.0004 1.7451 -0.2774
H -2.5289 3.0426 1.1724
C 0.4383 -0.5181 -2.1266
C 0.1795 -0.5033 -3.4307
C -0.8235 -1.4211 -4.0256
O -1.0618 -1.4130 -5.2129
C -1.5268 -2.3537 -3.1069
C -1.2657 -2.3653 -1.8033
C -0.2630 -1.4475 -1.2139
O -0.0275 -1.4569 -0.0185
H 1.1655 0.1446 -1.6744
H 0.6809 0.1707 -4.1129
H -2.2554 -3.0148 -3.5584
H -1.7670 -3.0374 -1.1177
C 5.7542 -1.6035 -1.3051
C 6.2714 -0.6778 -0.5019
C 5.4669 -0.0626 0.5841
O 5.9376 0.7824 1.3142
C 4.0638 -0.5221 0.7397
C 3.5478 -1.4485 -0.0637
C 4.3516 -2.0622 -1.1486
O 3.8793 -2.9070 -1.8800
H 6.3238 -2.0630 -2.1030
H 7.2921 -0.3304 -0.5993
H 3.4927 -0.0629 1.5367
H 2.5260 -1.7949 0.0349

Cartesian forces, eV/Å:
O 3.37 2.87 -2.15
C -1.76 -1.72 0.75
O -1.15 -0.68 1.03
I 0.12 0.29 0.12
O -0.77 -0.81 0.54
C 0.24 -0.31 -0.23
C -0.31 -0.02 0.06
C 0.37 0.62 -0.47
F -0.12 -0.25 0.95
H -0.25 -0.04 -0.34
H -0.11 0.26 0.44
H 0.01 0.00 0.04
H -0.08 0.23 0.11
H -0.06 -0.34 -0.09
H 0.27 -0.34 -0.36
C 0.05 0.01 -0.05
C -0.02 0.06 0.00
C 0.01 -0.04 0.01
O 0.01 0.03 0.00
C 0.00 -0.04 0.00
C -0.07 0.11 -0.02
C 0.02 0.00 -0.02
O 0.03 0.00 -0.04
H -0.02 0.00 0.03
H 0.01 -0.04 -0.01
H 0.00 -0.01 0.03
H 0.06 0.13 -0.05
C 0.09 0.03 0.03
C 0.01 -0.01 0.02
C 0.04 0.04 -0.05
O -0.02 -0.02 0.02
C -0.04 -0.04 0.05
C -0.05 -0.03 0.01
C 0.05 0.03 -0.03
O 0.19 -0.07 -0.29
H -0.05 0.03 0.00
H -0.02 0.01 -0.01
H 0.01 0.02 -0.04
H 0.02 0.01 0.02
C 0.06 0.03 0.01
C 0.00 -0.05 -0.05
C 0.01 0.05 0.04
O 0.00 -0.02 -0.02
C -0.04 -0.02 -0.02
C -0.05 0.01 0.05
C -0.03 -0.05 -0.03
O 0.00 0.04 0.01
H -0.03 -0.02 -0.01
H -0.01 0.03 0.03
H 0.03 0.02 0.01
H 0.00 0.00 -0.01

**Gap between HOMO and LUMO**: 8.374 eV
**Net charge**: 0
**Energy**: -1923.70277 Eh
**Highest occupied orbital energy**: -10.1 eV

Atom charges from the Löwdin analysis, given in e for atoms 1 to 4:
1. O 0.176
2. C -0.802
3. O -0.477
4. I 1.070

[4]
Molecular formula: C35H39BaN5
Method: DFT, ωB97M-V with the def2-TZVPD basis set

Atoms and positions in Å:
Ba 0.6716 0.9168 -0.0752
N -1.0782 2.8783 -1.5431
N 0.1913 -0.1066 -3.0487
C -0.6167 -1.6016 1.4645
C -1.6921 -1.1967 0.6274
C -2.0701 0.1220 1.0029
C -3.0961 0.9685 0.3385
H -3.8046 0.3473 -0.2325
H -2.6520 1.7194 -0.3509
H -3.6798 1.5193 1.0930
C -1.2588 0.5186 2.0975
C -1.3291 1.8199 2.8242
H -2.0024 1.7520 3.7029
H -1.7092 2.6310 2.1849
H -0.3454 2.1472 3.1984
C -0.3490 -0.5456 2.3770
C 0.6348 -0.5526 3.4908
H 1.2909 0.3312 3.4734
H 1.2911 -1.4305 3.4447
H 0.1276 -0.5657 4.4746
C -2.3761 -2.0376 -0.3845
H -3.2803 -2.5183 0.0358
H -1.7330 -2.8554 -0.7447
H -2.7098 -1.4516 -1.2565
C 0.0301 -2.9402 1.4586
H 1.0810 -2.8870 1.7832
H 0.0225 -3.3998 0.4599
H -0.4843 -3.6417 2.1416
C -0.7388 4.1252 -1.1755
H -1.4558 4.6679 -0.5464
C 0.4712 4.7200 -1.5538
H 0.6897 5.7341 -1.2110
C 1.3348 4.0187 -2.4129
H 2.2967 4.4497 -2.6951
C 0.9348 2.7905 -2.9337
H 1.5205 2.2472 -3.6765
C -0.3046 2.2335 -2.4844
C -0.7223 0.9092 -2.7775
H -1.7566 0.6114 -2.5697
C 0.7194 -0.9303 -2.0456
C 0.6610 -0.5354 -4.3146
H 0.4779 0.0265 -5.2100
C 1.2820 -1.7034 -4.1221
H 1.7340 -2.3854 -4.8226
N 1.2737 -1.9509 -2.7432
C 1.7593 -3.1416 -2.1225
C 1.1301 -4.3639 -2.3872
C 1.5893 -5.5079 -1.7240
H 1.1130 -6.4708 -1.9281
C 2.6593 -5.4482 -0.8242
C 3.2068 -6.6994 -0.1867
H 3.5324 -6.5128 0.8446
H 4.0783 -7.0781 -0.7398
H 2.4560 -7.4981 -0.1726
C 3.2110 -4.1996 -0.5225
H 4.0263 -4.1352 0.2055
C 2.7656 -3.0303 -1.1557
C 3.3480 -1.7034 -0.7863
H 3.3680 -0.9938 -1.6255
H 4.3875 -1.8396 -0.4576
H 2.8167 -1.2366 0.0685
C -0.0573 -4.4270 -3.2893
H 0.1869 -4.1342 -4.3195
H -0.8798 -3.7843 -2.9396
H -0.4370 -5.4557 -3.3134
N 4.2148 3.7272 0.5250
C 3.3897 2.7109 0.2021
N 2.6035 2.3904 1.2408
C 2.9499 3.2444 2.2874
C 2.4935 3.3117 3.6074
C 3.0168 4.3206 4.4370
C 3.9718 5.2359 3.9531
C 4.4555 5.1372 2.6301
C 3.9468 4.1223 1.8370
H 4.9178 4.1270 -0.0922
H 3.4227 2.2083 -0.7686
H 1.7666 2.5634 3.9309
H 2.6758 4.3910 5.4715
H 4.3347 6.0213 4.6274
H 5.1930 5.8289 2.2208

Cartesian forces, eV/Å:
Ba -0.69 0.04 0.86
N -0.02 1.14 -0.21
N 2.46 -1.85 -0.65
C -0.31 0.81 -0.01
C 0.56 0.77 0.50
C 0.65 -0.54 0.28
C -0.52 0.47 -0.24
H 0.17 0.23 0.09
H -0.35 -0.43 0.30
H 0.01 -0.07 -0.19
C 0.36 -0.63 -0.44
C -0.11 0.37 0.40
H 0.22 0.15 -0.24
H 0.04 -0.17 0.14
H -0.27 -0.09 -0.08
C -0.62 0.15 -0.60
C 0.34 0.04 0.50
H -0.11 -0.15 0.10
H -0.11 0.12 0.04
H 0.24 0.01 -0.23
C -0.40 -0.38 -0.47
H 0.18 0.09 -0.12
H -0.10 0.26 0.01
H 0.17 -0.20 0.17
C 0.24 -0.53 0.10
H -0.23 -0.07 -0.09
H 0.05 0.09 0.17
H 0.17 0.08 -0.16
C 0.73 -0.31 -0.73
H 0.31 -0.29 -0.06
C -0.57 0.44 0.29
H 0.12 -0.41 -0.05
C -0.35 -0.61 -0.25
H -0.24 -0.11 0.01
C 0.13 0.56 0.46
H 0.00 0.21 0.29
C -0.30 -1.15 0.11
C -0.89 1.73 0.62
H 0.58 0.06 0.18
C -1.35 -0.08 -1.67
C -0.92 0.19 0.93
H -0.12 0.04 -0.06
C 0.28 -0.45 0.17
H 0.09 0.09 0.07
N 0.16 0.19 -0.39
C 0.11 0.05 0.54
C 0.37 0.03 0.45
C 0.30 0.21 -0.11
H 0.09 0.27 0.05
C -0.18 0.36 -0.01
C 0.06 -0.13 0.08
H -0.09 -0.03 -0.21
H -0.17 0.10 0.08
H 0.11 0.13 0.02
C -0.12 -0.04 -0.31
H -0.29 0.03 -0.22
C -0.10 -0.48 -0.02
C 0.58 0.39 0.29
H -0.07 -0.21 0.26
H -0.24 0.08 -0.03
H 0.13 -0.28 -0.39
C -0.46 -0.32 -0.39
H -0.14 -0.04 0.27
H 0.33 -0.03 -0.09
H 0.04 0.17 -0.05
N 0.84 1.50 0.59
C -0.57 -0.99 -0.41
N -0.02 0.15 0.75
C 0.08 -0.63 -1.64
C -0.49 -0.43 0.54
C 0.53 0.51 -0.36
C -0.76 -0.41 0.99
C 0.77 0.51 -0.36
C 0.07 -0.31 -0.74
H -0.41 -0.21 0.37
H 0.01 0.24 0.40
H 0.20 0.39 0.18
H 0.09 0.05 -0.24
H -0.08 -0.30 -0.33
H -0.16 -0.08 0.21

**Gap between HOMO and LUMO (spin up / spin down)**: 1.689 / 2.326 eV
**Energy relative to the best compared isomer or geometry (same formula, charge and spin)**: 0.0000 eV
**Net charge**: -2
**Energy**: -1656.29083 Eh
**Highest occupied orbital energy (spin up / spin down)**: 2.3 / 1.6 eV

Atom charges from the Löwdin analysis, given in e for atoms 1 to 4:
1. Ba 1.185
2. N -0.020
3. N -0.147
4. C -0.307